138
Properties=species:S:1:pos:R:3 method="wB97M-V/def2-TZVPD" e_tot_ev=-73290.0737 largest_force_ev_per_a=2.80 lumo_ev=0.44 de_lowest_ev=0.000 orbital_gap_ha=0.3338 smiles=COCCNCCOC.COCCNCCOC.COCCNCCOC.COCCNCCOC.OCCO.OCCO.OCCO.CO.CO molar_mass_g_mol=783.1
C -1.495 4.520 -2.544
C -0.748 3.459 -3.402
O 0.526 3.976 -3.742
O -0.979 4.647 -1.272
H -2.491 4.077 -2.534
H -1.514 5.466 -3.085
H -1.268 3.108 -4.293
H -0.676 2.530 -2.835
H 0.945 3.916 -2.880
H -0.077 4.970 -1.330
C -1.496 2.735 3.047
C -1.431 3.367 4.418
O -1.933 4.708 4.520
O -0.567 3.417 2.195
H -2.513 2.828 2.664
H -1.288 1.667 2.985
H -0.396 3.327 4.757
H -1.931 2.758 5.171
H -1.803 4.964 5.436
H -0.971 4.268 2.012
C 3.097 3.283 -1.146
C 2.178 4.338 -0.428
O 1.687 5.290 -1.352
O 2.319 2.365 -1.978
H 3.700 2.758 -0.405
H 3.795 3.709 -1.866
H 2.705 4.922 0.326
H 1.383 3.891 0.169
H 2.377 5.946 -1.483
H 2.957 1.769 -2.378
C -4.579 3.034 -0.611
O -4.476 1.663 -0.951
C -3.289 1.410 -1.716
C -3.229 -0.083 -2.048
N -1.937 -0.420 -2.550
C -1.791 -1.897 -2.675
C -2.704 -2.445 -3.812
O -4.088 -2.635 -3.463
C -4.904 -3.273 -4.456
H -4.534 3.673 -1.493
H -3.832 3.312 0.132
H -5.548 3.297 -0.187
H -2.395 1.777 -1.212
H -3.423 1.929 -2.665
H -4.013 -0.422 -2.726
H -3.418 -0.626 -1.121
H -1.247 -0.091 -1.889
H -1.949 -2.416 -1.730
H -0.762 -2.095 -2.976
H -2.440 -3.459 -4.111
H -2.562 -1.970 -4.783
H -4.423 -4.164 -4.859
H -5.181 -2.615 -5.281
H -5.869 -3.564 -4.043
C 4.213 -4.617 0.640
O 3.256 -3.762 1.219
C 2.309 -4.349 2.100
C 1.326 -3.275 2.568
N 2.065 -2.306 3.369
C 1.151 -1.278 3.827
C 1.964 0.016 4.107
O 2.210 0.651 2.922
C 2.582 2.060 3.090
H 3.736 -5.462 0.143
H 4.976 -4.976 1.331
H 4.770 -4.124 -0.157
H 2.763 -4.882 2.935
H 1.710 -5.039 1.506
H 0.395 -3.672 2.970
H 1.044 -2.768 1.645
H 2.682 -1.883 2.690
H 0.560 -1.706 4.637
H 0.457 -0.993 3.037
H 2.900 -0.176 4.629
H 1.376 0.631 4.788
H 1.830 2.529 3.724
H 2.558 2.519 2.101
H 3.547 2.052 3.597
C -4.648 -4.844 7.204
O -4.670 -4.118 5.956
C -5.945 -4.239 5.282
C -5.916 -3.656 3.875
N -5.621 -2.238 3.947
C -5.534 -1.625 2.604
C -4.955 -0.215 2.630
O -3.535 -0.302 3.040
C -2.683 -0.646 1.971
H -3.653 -4.744 7.638
H -4.891 -5.893 7.036
H -5.389 -4.454 7.903
H -6.791 -3.808 5.818
H -6.170 -5.304 5.223
H -6.878 -3.903 3.426
H -5.166 -4.171 3.275
H -4.676 -2.113 4.279
H -6.492 -1.664 2.085
H -4.906 -2.191 1.917
H -5.496 0.381 3.366
H -5.059 0.250 1.650
H -2.425 0.196 1.328
H -3.035 -1.502 1.396
H -1.710 -0.883 2.400
C 5.187 0.127 0.923
O 5.343 -0.225 -0.472
C 4.201 -0.641 -1.186
C 4.467 -0.696 -2.714
N 4.457 0.764 -3.090
C 4.408 1.023 -4.491
C 5.707 0.560 -5.184
O 6.779 1.294 -4.638
C 8.059 0.969 -5.254
H 4.391 0.844 1.126
H 6.168 0.426 1.292
H 4.910 -0.721 1.549
H 3.470 0.129 -0.939
H 3.713 -1.559 -0.856
H 3.590 -1.171 -3.155
H 5.362 -1.248 -3.000
H 5.238 1.178 -2.601
H 4.382 2.081 -4.750
H 3.523 0.619 -4.983
H 5.635 0.801 -6.245
H 5.911 -0.498 -5.015
H 8.897 1.627 -5.026
H 7.944 0.992 -6.338
H 8.349 -0.081 -5.217
C 1.084 -0.519 -4.212
O -0.215 -0.520 -4.788
H 1.867 -1.014 -4.786
H 1.372 0.517 -4.030
H 1.169 -1.046 -3.262
H -0.859 -0.181 -4.161
C 0.629 0.071 0.170
O 0.298 0.505 -1.168
H -0.098 -0.644 0.557
H 1.628 -0.362 0.230
H 0.595 0.895 0.882
H 0.808 1.296 -1.358



57
Properties=species:S:1:pos:R:3 method="wB97M-V/def2-TZVPD" e_tot_ev=-44222.1455 largest_force_ev_per_a=15.65 lumo_ev=0.27 de_lowest_ev=20.932 orbital_gap_ha=0.3001 molar_mass_g_mol=398.5
C -0.844 -0.290 4.794
C -0.942 0.475 3.562
H -1.039 1.472 3.899
H 0.070 0.383 2.944
O -2.028 -0.030 2.497
C -1.999 0.610 1.311
C -1.227 1.789 0.817
C -1.345 1.909 -0.450
C -2.232 1.349 -1.313
C -3.114 0.391 -0.787
C -2.759 -0.119 0.637
O -3.670 -1.187 0.819
C -3.559 -2.148 1.602
C -2.202 -2.922 1.328
H -1.386 -2.395 1.018
H -1.951 -3.559 1.940
H -2.628 -3.291 0.218
H -4.314 -2.625 1.810
H -3.204 -1.799 2.855
H -3.719 0.003 -1.349
C -2.290 1.735 -2.785
H -3.178 1.985 -3.037
H -1.773 2.800 -2.757
C -1.434 0.915 -3.470
N -0.240 0.078 -2.798
C 0.818 0.922 -2.926
O 1.050 1.683 -4.075
C 1.872 0.577 -1.689
C 3.146 1.600 -1.871
C 3.811 1.286 -0.518
C 4.117 -0.372 -0.239
N 2.837 -1.160 -0.528
S 1.806 -1.001 0.930
O 2.027 0.129 1.641
O 0.435 -1.109 0.349
C 2.360 -2.567 1.910
H 3.281 -2.630 1.946
H 2.107 -3.104 1.162
H 1.693 -2.611 2.643
C 2.337 -0.749 -1.646
H 1.175 -1.292 -1.660
H 2.997 -0.891 -2.457
H 4.487 -0.398 0.628
H 4.728 -0.610 -1.142
H 4.946 1.638 -0.606
H 3.122 1.595 0.343
H 2.751 2.593 -1.960
H 3.505 1.224 -2.711
H 1.276 0.797 -0.861
H -0.364 -0.027 -1.941
H -2.133 -0.196 -3.664
H -1.214 1.104 -4.470
H -0.861 2.691 -0.635
H -0.600 2.158 1.555
H -0.802 -1.296 4.530
H 0.043 0.101 5.557
H -1.780 -0.294 5.178



49
Properties=species:S:1:pos:R:3 method="wB97M-V/def2-TZVPD" e_tot_ev=-38647.7155 largest_force_ev_per_a=0.56 lumo_ev=2.77 orbital_gap_ha=0.2373 molar_mass_g_mol=411.2 total_charge=-1
C 0.566 -3.354 1.667
O -0.500 -3.813 2.465
C -1.382 -2.771 2.866
C -2.029 -1.981 1.714
C -1.514 -0.540 1.523
In -1.717 0.271 -0.550
C 0.324 0.492 -1.387
C 1.079 -0.833 -1.540
C 2.610 -0.655 -1.696
C 3.262 -0.838 -0.336
O 4.594 -0.295 -0.205
C 4.701 1.033 -0.472
C 4.024 1.934 0.525
O 5.345 1.439 -1.405
C -3.142 -0.947 -1.776
O -2.860 -0.996 -3.187
O -2.213 0.226 -3.583
P -2.760 2.619 -0.410
C -1.391 3.767 -0.977
C -2.868 3.041 1.399
H 1.307 -4.155 1.610
H 0.246 -3.107 0.648
H 1.046 -2.467 2.105
H -2.142 -3.271 3.476
H -0.837 -2.078 3.528
H -1.931 -2.575 0.797
H -3.100 -1.923 1.936
H -2.047 0.105 2.231
H -0.455 -0.497 1.812
H 0.279 0.981 -2.368
H 0.905 1.164 -0.736
H 0.883 -1.484 -0.678
H 0.705 -1.356 -2.426
H 2.793 0.349 -2.090
H 3.022 -1.384 -2.399
H 2.613 -0.431 0.452
H 3.379 -1.904 -0.124
H 4.284 2.965 0.279
H 4.379 1.708 1.532
H 2.939 1.824 0.484
H -4.136 -0.482 -1.663
H -3.237 -1.990 -1.460
H -2.942 0.866 -3.566
H -1.188 4.547 -0.238
H -1.696 4.229 -1.918
H -0.468 3.210 -1.156
H -3.619 2.389 1.854
H -1.924 2.886 1.934
H -3.184 4.082 1.507



114
Properties=species:S:1:pos:R:3 method="wB97M-V/def2-TZVPD" e_tot_ev=-111315.8790 largest_force_ev_per_a=3.22 lumo_ev=3.28 de_lowest_ev=2.722 orbital_gap_ha=0.1972 molar_mass_g_mol=1244.5 total_charge=-2
Cs 0.702 0.245 0.116
C 2.193 -4.144 -1.636
Sb 1.652 -3.028 0.113
C 3.735 -2.885 0.748
C 1.357 -4.954 1.193
C 1.561 -4.930 2.684
C 2.869 -5.046 3.173
C 3.166 -5.024 4.525
C 2.130 -4.893 5.444
C 0.830 -4.804 4.982
C 0.511 -4.824 3.618
C -0.939 -4.748 3.239
Sb -1.877 -2.745 3.338
C -0.064 -1.624 3.558
C -2.005 -2.536 1.209
H 2.890 -4.927 -1.331
H 2.669 -3.487 -2.361
H 1.311 -4.583 -2.101
H 4.326 -3.729 0.379
H 3.789 -2.859 1.838
H 4.144 -1.949 0.361
H 2.090 -5.619 0.730
H 0.362 -5.303 0.913
H 3.673 -5.156 2.453
H 4.194 -5.111 4.857
H 2.333 -4.868 6.508
H 0.015 -4.710 5.694
H -1.523 -5.362 3.926
H -1.127 -5.109 2.229
H 0.344 -1.792 4.556
H -0.298 -0.564 3.446
H 0.678 -1.926 2.815
H -3.034 -2.691 0.885
H -1.346 -3.244 0.706
H -1.695 -1.535 0.919
N -3.266 6.318 -0.209
C -2.000 5.742 -0.004
C -1.867 4.553 0.702
C -0.614 3.999 0.916
C 0.525 4.624 0.429
C 0.398 5.831 -0.254
C -0.852 6.385 -0.471
S 2.168 4.035 0.712
O 2.689 4.831 1.803
O 2.852 4.180 -0.565
N 1.832 2.512 1.090
C 2.827 1.793 1.719
N 2.469 0.605 2.276
C 3.408 -0.047 2.954
C 4.696 0.425 3.112
C 4.984 1.605 2.440
N 4.095 2.280 1.736
H -4.030 5.666 -0.126
H -3.339 6.863 -1.053
H -2.746 4.046 1.085
H -0.521 3.074 1.465
H 1.286 6.326 -0.629
H -0.945 7.324 -1.009
H 3.097 -0.986 3.410
H 5.435 -0.114 3.688
H 5.989 2.021 2.464
F -7.869 1.769 1.216
C -6.779 1.627 1.997
C -5.822 0.675 1.715
F -5.979 -0.122 0.643
C -4.712 0.546 2.530
F -3.831 -0.403 2.181
C -4.467 1.331 3.661
S -3.051 1.137 4.655
C -5.469 2.278 3.899
F -5.383 3.108 4.951
C -6.591 2.430 3.102
F -7.515 3.364 3.397
C 3.802 -1.295 -3.622
N 3.109 -0.033 -3.476
C 2.875 0.757 -4.672
C 2.674 0.370 -2.249
C 2.011 1.727 -2.201
O 2.844 -0.322 -1.249
H 4.766 -1.141 -4.115
H 3.210 -1.998 -4.215
H 3.973 -1.720 -2.638
H 3.185 0.167 -5.533
H 3.449 1.687 -4.671
H 1.819 0.999 -4.800
H 2.714 2.493 -2.530
H 1.734 1.968 -1.182
H 1.118 1.748 -2.829
C -0.662 -0.672 -3.854
C -0.937 -1.659 -2.700
C -2.401 -1.497 -2.253
C -0.777 -3.079 -3.272
O -0.081 -1.414 -1.658
H -1.302 -0.835 -4.734
H 0.384 -0.785 -4.160
H -0.804 0.355 -3.509
H -3.113 -1.529 -3.091
H -2.513 -0.544 -1.728
H -2.670 -2.284 -1.545
H -1.487 -3.294 -4.082
H -0.935 -3.812 -2.472
H 0.239 -3.210 -3.659
N -4.127 2.460 -4.387
C -2.933 2.923 -3.856
C -2.402 2.342 -2.693
N -1.276 2.762 -2.164
C -0.663 3.791 -2.765
C -1.200 4.366 -3.895
N -2.335 3.934 -4.459
H -4.370 1.504 -4.187
H -4.288 2.753 -5.336
H -2.910 1.512 -2.213
H 0.263 4.144 -2.329
H -0.700 5.200 -4.374